[1]
C16H26AsCrN5O2S5 as an isolated structure in a non-equilibrium geometry. Source: the OMol25 dataset; level of theory: ωB97M-V/def2-TZVPD.

Positions of all 56 atoms, in Å:
Cr1 -0.276 0.059 -0.951
O1 -0.271 0.405 1.159
N1 -0.704 1.511 1.650
N2 -1.220 2.288 0.646
O2 -0.963 1.995 -0.636
C1 -1.934 3.368 1.096
C2 -2.140 3.536 2.485
C3 -2.385 4.806 2.941
C4 -2.388 5.899 2.067
C5 -2.231 5.710 0.700
C6 -2.171 4.421 0.192
H1 -2.165 2.719 3.195
H2 -2.723 4.915 3.989
H3 -2.607 6.887 2.445
H4 -2.333 6.547 -0.023
H5 -2.259 4.164 -0.888
S1 -3.566 -2.102 -4.141
As1 -2.583 -0.385 -3.280
S2 -0.308 0.054 -3.246
S3 -2.459 -0.530 -1.051
S4 -3.673 1.344 -4.026
C7 -1.012 -5.287 1.135
N3 -0.500 -3.934 0.824
C8 -0.196 -3.019 1.954
C9 -0.353 -3.517 -0.449
S5 0.774 -2.250 -0.845
N4 -1.055 -4.218 -1.444
C10 -2.510 -4.498 -1.177
C11 -0.562 -4.526 -2.836
H6 -0.569 -5.472 2.116
H7 -0.613 -6.045 0.476
H8 -2.120 -5.353 1.312
H9 0.836 -3.168 2.349
H10 -0.915 -3.203 2.805
H11 -0.198 -1.990 1.652
H12 -2.840 -4.002 -0.268
H13 -2.621 -5.594 -1.074
H14 -3.089 -4.255 -2.081
H15 0.250 -3.836 -3.175
H16 -1.414 -4.459 -3.513
H17 -0.172 -5.590 -2.792
C12 4.054 0.876 1.255
C13 4.034 1.714 -0.027
C14 5.109 1.536 -1.115
C15 3.676 3.194 0.260
C16 2.700 1.275 -0.555
N5 1.631 0.900 -0.856
H18 5.064 0.769 1.672
H19 3.600 -0.122 1.191
H20 3.441 1.317 2.038
H21 6.099 1.725 -0.720
H22 4.905 2.172 -1.975
H23 5.093 0.505 -1.514
H24 4.528 3.721 0.705
H25 2.855 3.229 0.993
H26 3.448 3.795 -0.641

expectation value of S²	6.096
E_LUMO (alpha / beta)	3.899 / 3.893	eV
strongest force on any atom	4.1	eV Å⁻¹
total charge	-2
2S+1	5
energy above the lowest of the compared OMol25 structures with the same formula, charge and spin	15.7	kcal/mol

---

[2]
C16H26B2IrN6O2 as an isolated structure in a non-equilibrium geometry. Source: the OMol25 dataset; level of theory: ωB97M-V/def2-TZVPD.

Positions of all 53 atoms, in Å:
C1 -2.073 2.001 0.452
N1 -1.631 1.003 -0.378
N2 -2.510 -0.072 -0.292
C2 -3.586 0.370 0.377
C3 -3.338 1.612 0.913
B1 -2.656 -1.449 -1.076
N3 -2.131 -1.089 -2.478
N4 -1.239 -0.080 -2.823
C4 -1.206 -0.011 -4.184
C5 -2.214 -0.852 -4.700
C6 -2.820 -1.454 -3.594
Ir1 -0.050 1.006 -1.554
N5 -2.105 -2.898 -0.384
N6 -0.825 -2.845 0.076
C7 -0.428 -4.008 0.577
C8 -1.531 -4.882 0.538
C9 -2.589 -4.166 -0.065
H1 0.608 -4.119 0.920
H2 -3.604 -4.525 -0.254
H3 -1.486 -5.887 0.913
H4 -3.867 -1.675 -1.145
H5 -3.635 -2.178 -3.454
H6 -4.419 -0.308 0.400
H7 -2.443 -1.083 -5.731
H8 -3.964 2.104 1.618
H9 -0.478 0.603 -4.712
H10 -1.422 2.825 0.698
H11 1.057 -0.358 -2.082
C10 1.508 0.509 -2.649
H12 1.428 0.225 -3.699
H13 0.975 1.560 -2.558
H14 2.520 0.650 -2.265
C11 1.357 1.512 3.571
C12 1.559 1.649 2.077
C13 1.607 3.148 1.766
O1 0.419 1.102 1.410
B2 0.995 0.693 0.172
O2 2.294 0.171 0.302
C14 2.777 0.810 1.498
C15 3.996 1.621 1.122
C16 3.254 -0.256 2.464
H15 0.428 1.989 3.893
H16 2.170 2.029 4.092
H17 1.334 0.473 3.912
H18 0.662 3.625 2.056
H19 2.395 3.642 2.349
H20 1.778 3.376 0.707
H21 4.424 2.112 1.998
H22 4.753 0.941 0.722
H23 3.784 2.395 0.383
H24 2.441 -0.900 2.810
H25 3.999 -0.877 1.960
H26 3.732 0.218 3.329

expectation value of S²	8.797
E_LUMO (alpha / beta)	-13.065 / -17.320	eV
strongest force on any atom	5.9	eV Å⁻¹
total charge	+4
2S+1	6

---

[3]
A 4-piece molecular cluster, C16H26Br6ClF3N2O4S overall in a non-equilibrium geometry. Source: the OMol25 dataset; level of theory: ωB97M-V/def2-TZVPD.

Positions of all 59 atoms, in Å:
N1 -2.862 -4.496 0.778
C1 -2.199 -3.352 0.173
S1 -1.376 -4.039 -1.344
C2 -3.348 -2.343 -0.193
C3 -3.757 -2.130 -1.633
O1 -4.905 -1.290 -1.682
O2 -4.488 0.065 -1.909
N2 -3.168 -1.154 0.626
C4 -2.203 -1.459 1.619
O3 -2.195 -0.910 2.686
C5 -1.279 -2.573 1.141
C6 -0.042 -2.009 0.397
C7 -0.198 -0.728 -0.437
C8 0.319 0.522 0.206
F1 -0.504 1.029 1.131
F2 0.458 1.485 -0.754
F3 1.526 0.344 0.748
C9 -0.743 -3.492 2.256
C10 -0.455 -2.887 3.616
O4 -0.857 -3.401 4.640
Cl1 0.598 -1.464 3.737
H1 -3.484 -4.895 0.091
H2 -2.184 -5.219 0.997
H3 -1.103 -2.945 -2.073
H4 -4.222 -2.816 0.241
H5 -4.079 -3.077 -2.033
H6 -2.976 -1.728 -2.259
H7 -4.761 0.507 -1.098
H8 -2.978 -0.292 0.141
H9 0.712 -1.836 1.144
H10 0.342 -2.772 -0.259
H11 0.422 -0.838 -1.314
H12 -1.195 -0.554 -0.801
H13 -1.383 -4.331 2.457
H14 0.198 -3.894 1.905
Br1 3.801 0.667 3.411
C11 5.021 1.966 2.632
C12 5.862 1.361 1.544
Br2 7.289 0.249 2.263
H15 5.613 2.369 3.447
H16 4.385 2.745 2.217
H17 6.360 2.142 0.975
H18 5.284 0.735 0.873
Br3 -2.047 -0.652 -4.584
C13 -2.684 1.178 -4.759
C14 -4.042 1.230 -5.402
Br4 -3.943 0.919 -7.320
H19 -1.929 1.719 -5.320
H20 -2.732 1.565 -3.744
H21 -4.475 2.220 -5.289
H22 -4.721 0.488 -4.997
Br5 3.470 4.802 0.563
C15 4.540 5.851 1.805
C16 5.757 6.435 1.141
Br6 7.137 5.092 0.860
H23 4.793 5.197 2.633
H24 3.881 6.641 2.158
H25 6.213 7.188 1.780
H26 5.536 6.867 0.171

E_LUMO	0.170	eV
strongest force on any atom	2.7	eV Å⁻¹
structure (SMILES)	N[C@@]1(S)[C@H](COO)NC(=O)[C@@]1(CCC(F)(F)F)CC(=O)Cl.BrCCBr.BrCCBr.BrCCBr